The following is a DFT calculation (the ωB97M-V functional and the def2-TZVPD basis) of a cluster of 12 separate species, C36H96O12 in total in a non-equilibrium geometry.

Calculated values
**ΔE to the lowest compared entry with this formula, charge and spin**: 610.9 kJ/mol
**Net charge**: 0
**Orbital gap**: 9.89 eV
**SMILES string**: CC(C)O.CC(C)O.CC(C)O.CC(C)O.CC(C)O.CC(C)O.CC(C)O.CC(C)O.CC(C)O.CC(C)O.CC(C)O.CC(C)O
**Molar mass**: 721.2 g mol⁻¹
**Spin multiplicity**: 1
**E**: -2331.8779 Eh
**HOMO**: -9.533 eV
**Lowest unoccupied orbital energy**: 0.35 eV

CARTESIAN COORDINATES (ANGSTROEM)
1 O -5.871 -3.773 -2.271
2 O 6.931 0.441 -3.130
3 O 3.024 -5.632 -3.763
4 O -0.418 5.175 -3.016
5 O -1.815 -1.924 4.116
6 O -1.672 0.952 1.927
7 O -3.249 1.969 -5.147
8 O 4.227 6.594 -1.211
9 O 3.403 0.552 3.527
10 O 0.916 0.340 1.721
11 O 0.125 -6.565 1.632
12 O 0.123 2.401 4.401
13 C -2.801 5.514 -3.313
14 C -2.247 0.417 -3.719
15 C 1.728 -5.384 -3.111
16 C 2.036 3.791 4.353
17 C 5.456 4.781 -0.825
18 C -2.945 -2.665 3.969
19 C 5.181 1.801 -3.666
20 C -5.038 -3.774 -1.123
21 C 5.787 -0.033 3.500
22 C 1.162 -0.113 0.391
23 C -3.578 1.081 0.716
24 C 2.963 4.535 -0.939
25 C -3.352 1.872 3.218
26 C 4.796 2.065 2.298
27 C -1.082 -6.351 0.934
28 C -2.150 -6.715 1.973
29 C -4.838 0.588 -4.158
30 C -4.034 -2.558 -1.171
31 C -1.152 -4.883 0.406
32 C -1.579 5.486 -2.338
33 C -3.449 1.292 -3.931
34 C 2.078 -4.516 -1.844
35 C -2.729 1.825 1.771
36 C 5.081 0.234 -1.593
37 C 1.069 3.012 3.505
38 C 5.914 1.191 -2.484
39 C 0.383 3.751 2.343
40 C -3.820 -2.355 5.164
41 C -5.853 -3.743 0.085
42 C -1.788 4.696 -0.984
43 C 0.361 -1.475 0.218
44 C -3.521 -2.325 2.604
45 C 4.594 0.617 2.761
46 C 4.187 5.255 -1.466
47 C 0.812 0.904 -0.679
48 C 1.238 -6.836 -2.786
49 H -0.689 -4.980 -0.576
50 H 1.002 4.550 1.935
51 H 5.995 0.280 4.523
52 H 5.475 5.025 0.237
53 H 0.623 -2.357 0.802
54 H 2.881 4.218 3.814
55 H 5.825 2.299 -4.392
56 H -3.756 -2.354 -2.204
57 H -2.107 -6.074 2.854
58 H -2.675 -3.721 3.966
59 H 4.402 2.522 -3.419
60 H 4.667 1.010 -4.212
61 H -1.837 3.635 -1.227
62 H -4.558 -4.752 -1.163
63 H -1.754 -1.896 5.074
64 H -5.751 1.183 -4.123
65 H 4.268 5.087 -2.540
66 H -2.405 -0.214 -2.844
67 H 5.610 2.247 1.596
68 H 1.995 -7.422 -2.266
69 H 5.533 0.143 -0.605
70 H 1.134 -4.964 -3.923
71 H 5.074 6.964 -1.469
72 H 2.235 -0.285 0.480
73 H 2.779 4.700 0.122
74 H 2.543 3.133 5.060
75 H -4.105 2.660 3.230
76 H -2.855 -2.465 1.752
77 H -3.637 5.970 -2.783
78 H 3.693 -5.944 -3.150
79 H 4.710 2.688 3.189
80 H 1.273 -4.261 -1.155
81 H -3.188 1.361 -5.887
82 H 6.417 2.052 -2.043
83 H -0.549 4.232 2.638
84 H -2.024 0.318 2.556
85 H 2.663 -5.090 -1.125
86 H 3.999 2.501 1.697
87 H -6.146 -4.683 -2.400
88 H -2.656 4.903 -0.357
89 H 0.416 -1.832 -0.810
90 H -3.824 0.979 3.629
91 H -4.849 -0.134 -4.974
92 H 0.908 0.389 -1.635
93 H 5.586 3.700 -0.876
94 H -0.197 1.296 -0.552
95 H -1.333 6.480 -1.963
96 H -3.146 -6.670 1.533
97 H -3.208 4.515 -3.469
98 H -2.558 6.002 -4.258
99 H 2.658 -3.608 -2.012
100 H -1.300 0.926 -3.540
101 H 6.368 5.270 -1.169
102 H 5.719 -1.112 3.640
103 H -2.041 -0.291 -4.521
104 H -0.620 4.767 -3.862
105 H -2.187 -4.747 0.095
106 H -4.055 -1.382 2.491
107 H 6.427 -0.181 -3.659
108 H -3.382 -2.560 6.140
109 H 1.426 4.574 4.804
110 H -2.473 2.797 1.349
111 H 0.657 1.707 4.795
112 H 1.067 -7.463 -3.661
113 H 6.669 0.181 2.895
114 H -4.170 -1.324 5.119
115 H -4.802 -2.784 4.964
116 H 0.260 2.994 1.569
117 H -2.571 2.159 3.922
118 H -4.968 -0.052 -3.285
119 H 1.686 2.199 3.122
120 H 4.535 -0.040 1.893
121 H -6.181 -2.796 0.514
122 H 1.428 1.801 -0.613
123 H -0.636 -4.124 0.994
124 H -3.780 0.021 0.871
125 H -6.823 -4.237 0.021
126 H 0.319 -6.795 -2.202
127 H -5.365 -4.283 0.896
128 H 3.118 3.472 -1.124
129 H -0.014 0.549 1.835
130 H -3.064 -2.688 -0.692
131 H -0.699 -1.231 0.291
132 H -3.483 2.037 -3.136
133 H 2.052 4.875 -1.431
134 H -4.304 -3.078 2.520
135 H 0.149 -5.804 2.216
136 H 5.036 -0.686 -2.177
137 H -4.510 1.558 0.415
138 H -2.057 -7.715 2.396
139 H 2.668 0.505 2.911
140 H -1.106 -7.049 0.097
141 H -0.867 4.915 -0.444
142 H 4.189 0.835 -1.417
143 H -3.016 1.066 -0.218
144 H -4.443 -1.632 -0.766

Here are the Löwdin charges for atoms 1 to 6, given in e: -0.047, -0.068, -0.107, -0.040, -0.026, -0.087